# 1
C27H27Br2N2O6PSmTe | the ωB97M-V functional and the def2-TZVPD basis

Last column: Löwdin charge in e.
CARTESIAN COORDINATES (ANGSTROEM)
Sm: 0.758 0.025 -0.243  1.534
Br: 1.628 1.403 4.461  0.835
C: 0.469 -0.017 4.003  -0.581
C: -0.073 -0.837 4.984  -0.149
C: -0.903 -1.871 4.624  -0.608
Br: -1.652 -2.957 5.989  0.805
C: -1.188 -2.143 3.269  -0.180
C: -2.016 -3.196 2.834  -0.007
C: -2.199 -3.399 1.492  -0.025
C: -1.549 -2.559 0.579  -0.105
N: -0.774 -1.553 0.938  -0.020
C: -0.601 -1.310 2.272  -0.182
C: 0.218 -0.183 2.640  -0.459
O: 0.739 0.618 1.753  -0.359
H: 0.152 -0.659 6.023  0.104
H: -2.500 -3.827 3.566  0.084
H: -2.829 -4.195 1.131  0.113
H: -1.682 -2.714 -0.489  0.118
C: 6.661 -1.377 -1.789  -0.057
C: 5.408 -2.221 -1.670  -0.280
O: 4.257 -1.469 -2.061  -0.232
P: 3.103 -1.042 -1.067  0.113
O: 1.818 -1.022 -1.853  -0.494
Te: 2.745 -2.084 1.026  0.732
O: 3.316 0.598 -0.800  -0.374
C: 4.302 1.038 0.150  -0.292
C: 3.674 1.963 1.186  -0.063
H: 7.528 -1.990 -1.563  0.086
H: 6.633 -0.541 -1.092  0.067
H: 6.754 -0.988 -2.801  0.084
H: 5.277 -2.586 -0.642  0.073
H: 5.453 -3.077 -2.348  0.127
H: 5.094 1.551 -0.406  0.127
H: 4.728 0.160 0.655  0.076
H: 3.468 2.947 0.769  0.075
H: 4.353 2.092 2.025  0.091
H: 2.739 1.533 1.567  0.026
C: 1.732 3.062 -1.806  -0.039
O: 1.444 1.827 -2.453  -0.180
C: 1.910 1.690 -3.744  -0.192
C: 2.867 2.528 -4.306  0.009
C: 3.310 2.339 -5.605  -0.050
C: 2.813 1.304 -6.378  -0.062
C: 1.864 0.458 -5.838  -0.002
C: 1.394 0.651 -4.543  -0.179
N: 0.448 -0.261 -4.039  0.126
C: -0.507 0.052 -3.180  -0.032
C: -1.073 1.326 -3.036  -0.151
C: -1.186 2.254 -4.105  -0.010
C: -1.932 3.384 -3.950  -0.062
C: -2.576 3.646 -2.722  -0.040
C: -2.425 2.820 -1.645  0.014
C: -1.585 1.676 -1.725  -0.345
O: -1.183 1.015 -0.708  -0.188
H: 1.467 3.902 -2.456  0.117
H: 2.787 3.123 -1.528  0.092
H: 1.107 3.091 -0.905  0.107
H: 3.283 3.339 -3.732  0.115
H: 4.051 3.010 -6.010  0.115
H: 3.161 1.152 -7.386  0.113
H: 1.455 -0.351 -6.425  0.125
H: 0.662 -1.239 -4.200  0.174
H: -0.913 -0.762 -2.566  0.148
H: -0.744 2.007 -5.060  0.125
H: -2.055 4.075 -4.770  0.111
H: -3.200 4.524 -2.640  0.117
H: -2.903 3.035 -0.702  0.124

Output
LUMO level (spin up / spin down), eV: -3.91 / -3.90
2S+1: 6
Maximum force, Eh/bohr: 0.0487
Total charge: +1

# 2
C27H27Cl6N5 | the ωB97M-V functional and the def2-TZVPD basis

Last column: natural (NBO) charge in e.
CARTESIAN COORDINATES (ANGSTROEM)
Cl: 0.474 0.878 0.336  0.014
C: 1.109 -0.467 -0.613  -0.290
Cl: 1.570 -1.822 0.415  0.009
Cl: 2.437 0.044 -1.666  0.021
H: 0.305 -0.809 -1.253  0.254
Cl: -2.925 0.636 -4.996  0.024
C: -1.803 -0.703 -5.168  -0.290
Cl: -2.601 -2.262 -4.951  0.026
Cl: -0.401 -0.469 -4.126  0.020
H: -1.457 -0.719 -6.190  0.227
C: 1.567 -5.823 -2.780  -0.174
C: 0.899 -4.623 -2.879  -0.253
C: -0.478 -4.681 -3.041  0.031
N: -1.170 -5.793 -3.233  -0.421
C: -0.503 -6.923 -3.100  0.040
C: 0.862 -6.991 -2.843  -0.266
H: 2.639 -5.796 -2.610  0.216
H: 1.409 -3.684 -2.741  0.221
H: -1.081 -3.781 -3.099  0.196
H: -1.038 -7.858 -3.243  0.188
H: 1.316 -7.958 -2.675  0.219
C: -4.271 -3.074 -0.061  -0.159
C: -4.338 -1.940 -0.832  -0.256
C: -3.172 -1.268 -1.104  0.041
N: -2.010 -1.574 -0.546  -0.449
C: -1.995 -2.575 0.299  0.021
C: -3.067 -3.376 0.562  -0.248
H: -5.154 -3.675 0.122  0.219
H: -5.279 -1.580 -1.226  0.222
H: -3.227 -0.405 -1.761  0.194
H: -1.008 -2.811 0.682  0.192
H: -2.968 -4.206 1.248  0.222
C: -0.159 0.102 3.872  -0.166
C: -0.776 -1.015 3.352  -0.265
C: -1.855 -1.540 4.030  0.035
N: -2.340 -1.032 5.155  -0.419
C: -1.685 -0.023 5.686  0.038
C: -0.605 0.609 5.082  -0.270
H: 0.630 0.522 3.254  0.220
H: -0.548 -1.486 2.409  0.224
H: -2.425 -2.371 3.627  0.188
H: -2.079 0.350 6.626  0.189
H: -0.225 1.503 5.562  0.220
C: 0.451 5.123 0.477  -0.168
C: -0.565 6.009 0.211  -0.260
C: -1.740 5.883 0.933  0.039
N: -1.949 5.001 1.879  -0.412
C: -0.948 4.182 2.166  0.031
C: 0.244 4.181 1.472  -0.266
H: 1.396 5.128 -0.054  0.223
H: -0.405 6.785 -0.525  0.220
H: -2.572 6.532 0.672  0.188
H: -1.108 3.448 2.950  0.193
H: 1.009 3.431 1.639  0.213
C: 5.110 4.900 1.038  -0.180
C: 4.039 4.050 1.195  -0.255
C: 3.827 3.064 0.248  0.024
N: 4.536 3.002 -0.859  -0.421
C: 5.523 3.831 -1.035  0.041
C: 5.912 4.751 -0.065  -0.254
H: 5.335 5.613 1.822  0.218
H: 3.454 4.093 2.107  0.218
H: 3.003 2.371 0.332  0.197
H: 6.056 3.759 -1.975  0.190
H: 6.816 5.331 -0.209  0.219

Output
LUMO level, eV: 0.51
2S+1: 1
SMILES string: ClC(Cl)Cl.ClC(Cl)Cl.c1ccncc1.c1ccncc1.c1ccncc1.c1ccncc1.c1ccncc1
Maximum force, Eh/bohr: 0.0317

Across the entries above, energy relative to the best compared isomer or geometry (same formula, charge and spin) takes the values 12.2, 0.0 kcal per mole, respectively.
Across the entries above, molar mass takes the values 944.26, 634.27 u, respectively.